Entry 1:
The following is a DFT calculation (wB97M-V/def2-TZVPD) of the molecule C9H12INO.

```
24
Properties=species:S:1:pos:R:3:forces:R:3
C 0.952 -0.498 2.035 -1.9 -1.7 2.6
H -0.118 -0.046 2.308 2.6 -0.7 -0.6
I 3.144 0.005 -0.070 -0.4 -0.5 0.2
C -0.123 -2.117 -2.551 0.1 0.3 0.3
H 1.766 -0.053 2.586 -0.1 0.8 0.0
H 1.361 -2.525 -0.329 1.5 -1.3 -0.7
H -0.148 -3.168 -2.438 0.7 -0.9 0.5
H 0.906 -1.529 2.579 0.0 1.3 -1.2
N -1.324 -2.911 1.129 0.2 -0.3 0.1
H 1.300 1.822 -1.378 -0.6 0.7 0.7
C -0.418 -2.503 0.554 -1.0 0.5 0.2
H -0.236 2.687 -1.285 -0.6 0.5 -0.3
H -1.806 -0.470 0.338 0.1 -0.4 -0.4
H -2.256 1.111 -0.297 0.8 -0.3 1.0
O -0.221 -0.056 -1.611 0.1 4.0 0.2
H -1.358 0.807 1.337 -0.4 0.8 -0.2
C -0.181 0.700 -0.417 3.2 -1.0 0.7
C -1.455 0.552 0.280 -1.5 0.5 0.3
H -0.473 -1.853 -3.529 -0.2 0.8 -0.1
C 0.437 2.091 -0.709 1.8 -1.1 1.3
C 0.125 -1.285 -1.523 -0.8 -4.5 -2.0
C 1.213 -0.611 0.590 -3.0 2.0 -2.4
C 0.609 -1.817 -0.212 0.5 1.9 1.7
H 0.852 2.705 0.215 -1.1 -1.5 -1.8
```
Positions in Å, forces in eV/Å.

Calculated values
E ... -21162.0513 eV
Orbital gap ... 0.324 hartree
Maximum force ... 5.05 eV/Å
Energy relative to the best compared isomer or geometry (same formula, charge and spin) ... 44.6 kcal per mole
M ... 277.11 g mol⁻¹
Multiplicity ... 1

***

Entry 2:
The following is a DFT calculation (wB97M-V/def2-TZVPD) of a cluster of 12 separate species, C43H82NO16S in total.

```
143
Properties=species:S:1:pos:R:3:forces:R:3
O -2.091 6.861 -6.840 -0.3 0.4 0.0
H 0.581 4.424 -5.948 -0.1 0.2 -0.1
O 3.121 -3.567 -0.073 0.5 -0.2 -0.1
H 3.532 -1.947 3.245 -0.2 0.0 0.1
H 3.854 -5.788 0.814 0.1 0.1 0.0
H 4.672 2.224 2.144 -0.2 0.0 0.0
H 4.694 -9.802 1.516 -0.1 0.2 -0.1
C 4.262 -3.382 5.593 0.2 -0.4 -0.2
H -0.429 -10.237 -1.818 0.0 0.1 0.1
H 5.213 -5.815 -0.328 0.1 0.1 0.1
H 7.365 -5.611 7.878 -0.1 -0.1 0.0
O -6.819 4.425 1.828 -0.1 0.0 0.7
H -5.339 0.293 1.069 0.3 1.5 -1.2
H 6.642 0.728 9.190 0.0 -0.1 0.2
C 5.589 -6.659 8.424 -0.3 0.6 0.5
C 5.366 -2.986 -0.606 -0.4 0.2 -0.1
C 4.257 -9.481 3.586 0.0 -0.6 0.5
H -9.561 2.208 -3.020 1.5 -0.5 1.3
O 4.159 -10.265 4.514 0.0 0.4 -0.4
C -1.149 3.284 -5.420 0.0 -0.6 0.2
O -1.502 2.852 0.444 1.0 -0.6 -1.6
H 3.873 -7.844 8.872 0.1 0.0 -0.1
H -7.916 4.225 -2.230 0.4 -2.0 0.8
H -1.440 0.183 -1.374 -0.2 1.8 -0.8
C 4.730 -5.237 0.463 -0.3 -0.1 0.1
C -8.676 1.992 -2.325 3.7 -0.3 2.6
C -0.116 3.727 -6.418 0.1 -0.4 -0.1
H -5.061 3.897 3.529 -0.1 0.1 0.1
H 4.046 -7.353 3.519 0.2 0.1 -0.2
H 7.577 -7.364 8.059 -0.1 -0.1 -0.2
H 4.374 -2.313 5.770 -0.2 -0.1 0.0
H -8.755 5.808 2.599 0.1 0.0 0.1
H -0.960 -8.543 -1.780 -0.2 0.0 0.1
H -3.936 8.610 -8.580 -0.2 0.1 0.1
C -4.030 7.823 -7.828 0.1 -0.3 -0.1
H 4.538 -8.103 7.247 0.2 -0.2 0.0
C -8.070 5.655 3.436 -0.1 0.0 -0.5
C -5.018 1.145 0.349 1.3 -1.7 0.9
C 0.097 -8.005 0.809 0.3 0.0 0.2
H -3.928 6.352 -11.698 0.0 0.0 -0.2
N -6.204 1.475 -0.497 -3.0 0.7 -2.0
C -0.749 -9.422 -1.165 0.2 -0.3 -0.2
H 2.735 1.182 -0.220 0.2 0.2 0.0
C -7.738 3.143 -1.879 0.6 -3.7 1.0
H 3.829 2.592 -0.380 -0.2 0.0 0.1
C 7.621 -1.883 8.614 0.0 -0.3 -0.3
H 5.327 0.620 2.530 -0.1 0.1 -0.1
H -2.599 4.846 -5.601 0.2 0.2 0.1
H -2.406 9.925 -6.807 -0.2 0.0 0.1
O -1.271 2.110 -5.111 0.0 0.4 0.0
H 3.464 -10.888 2.193 0.0 0.2 0.0
H 3.577 0.814 2.304 0.0 0.2 0.0
H -3.740 1.217 -2.678 0.7 0.8 1.6
C -8.325 0.555 -1.787 2.4 3.3 0.9
H -1.931 9.509 -12.504 -0.1 -0.1 0.0
H 4.942 0.334 8.869 0.1 -0.1 0.0
H -6.302 4.939 -0.189 1.2 -1.7 -0.3
O -0.300 3.680 -1.740 -2.0 -3.3 2.2
H 3.693 -3.338 2.153 -0.2 0.1 0.4
H 0.973 -7.890 1.453 -0.1 0.0 -0.1
C -3.708 8.465 -11.956 -0.2 0.6 0.4
H -0.604 4.199 -7.274 0.1 0.2 0.1
H -3.205 5.164 -2.229 -1.1 -0.5 0.4
H -0.076 -7.064 0.283 -0.2 0.0 0.1
C -1.673 1.212 -1.854 -1.0 -0.4 0.5
H 5.064 -7.957 4.841 0.0 0.0 -0.1
C 4.803 -8.093 3.790 0.0 -0.1 0.4
H 5.878 -3.464 -1.445 0.2 0.0 0.2
H 2.437 -3.358 3.407 0.0 0.2 0.1
H -0.943 3.446 0.999 -0.2 -0.4 -0.6
H 3.039 -9.200 1.850 0.2 0.0 -0.2
O 5.608 0.125 0.096 -0.4 0.4 0.3
H -2.726 3.884 -4.113 0.1 -0.1 -0.1
H -4.747 3.874 0.169 -1.4 0.3 -0.9
H -1.724 7.755 -12.327 -0.1 -0.1 -0.2
H -1.354 1.220 -2.960 -0.2 0.4 1.8
H 0.444 2.857 -6.770 -0.1 0.1 0.1
H -5.392 5.424 4.370 -0.1 -0.1 0.2
C 0.349 -9.109 -0.184 0.7 -0.4 0.0
H -6.277 3.933 4.822 0.0 0.2 0.1
C -2.564 9.082 -6.131 0.4 -0.2 0.2
O 5.183 -5.726 9.093 0.2 -0.4 -0.4
C -6.902 4.823 2.980 0.0 -0.1 -0.4
H -1.649 -9.734 -0.630 -0.1 0.2 -0.1
C -5.601 4.097 -0.553 0.0 0.3 -0.4
C 3.454 -3.035 3.175 0.3 -0.2 -0.4
H -1.415 5.071 -4.275 0.0 0.1 -0.2
H -4.094 6.858 -8.337 0.0 0.1 0.1
H 5.415 -5.097 1.303 0.1 0.0 -0.1
H 6.741 -6.696 6.620 0.1 -0.2 0.0
H 6.079 -2.746 0.186 0.1 -0.1 -0.1
C 5.897 -0.070 9.213 -0.4 0.1 -0.2
C -2.826 7.831 -6.925 0.4 -0.5 0.0
C -2.027 4.347 -4.816 -0.3 -0.2 0.3
C 4.796 -7.932 8.294 -0.3 0.1 0.2
C 4.723 0.858 0.498 0.6 -0.4 -0.4
H 5.375 -8.772 8.685 0.0 -0.1 -0.2
C -4.505 7.194 -12.086 -0.3 0.1 0.2
H 3.280 -3.722 5.932 -0.1 0.2 0.0
H 5.772 -0.443 10.231 0.2 0.1 0.0
H -4.659 1.994 1.023 -0.8 -1.0 -1.3
O 0.702 1.745 -0.525 -4.6 1.5 -0.6
H -3.407 9.284 -5.466 0.0 0.2 -0.2
H 4.909 -2.059 -0.957 0.1 -0.1 0.1
H -6.872 -0.723 -0.518 0.1 2.1 -0.3
C -3.794 0.545 -0.516 0.3 0.8 0.5
O -5.000 4.575 -1.804 -2.3 -2.3 -0.8
C 4.427 -3.679 4.127 0.5 -0.4 0.1
C 6.320 -1.193 8.303 -0.4 -0.2 -0.5
C 4.558 1.153 1.965 0.3 -0.2 0.2
O -3.882 5.293 -1.518 2.6 1.8 1.1
H 5.030 -3.913 6.158 -0.1 0.2 -0.1
H -1.665 8.945 -5.525 -0.1 0.0 -0.1
H -7.719 6.629 3.784 -0.1 -0.1 0.2
H 3.989 1.204 -1.475 0.0 0.0 0.1
C 6.905 -6.584 7.694 0.1 0.4 0.1
C -7.065 0.351 -0.873 -2.8 2.3 -2.4
S -0.593 2.429 -0.933 4.9 1.7 -0.9
C 3.751 1.505 -0.452 0.2 -0.3 -0.2
H -2.925 0.389 0.231 -1.5 0.2 -1.0
H -5.427 7.283 -11.506 0.1 0.0 -0.1
O 1.399 -9.725 -0.192 -0.6 0.4 0.0
H 7.573 -2.337 9.606 0.1 0.2 0.0
H -8.605 5.138 4.236 0.1 0.2 0.1
C 3.837 -9.862 2.191 -0.1 -0.3 0.2
O -4.110 9.398 -11.284 0.2 -0.5 -0.3
H 5.702 -7.955 3.185 -0.2 0.2 -0.1
C 4.296 -3.899 -0.072 -0.5 0.1 -0.3
H -3.455 2.638 -1.486 0.3 -1.6 -0.2
H -8.999 -0.305 -2.105 1.3 1.2 0.7
H -4.049 -0.490 -0.940 0.2 1.6 0.5
H -2.562 8.427 -13.762 0.1 -0.2 0.0
H -4.938 7.968 -7.238 0.0 0.2 -0.1
O 5.315 -4.414 3.724 -0.4 0.3 0.1
H 8.443 -1.166 8.565 0.0 0.0 0.2
C -6.499 2.834 -0.951 -2.2 -0.8 -1.4
C -2.395 8.537 -12.689 0.1 0.4 0.1
H -0.765 -8.254 1.432 -0.1 0.1 -0.1
C -3.262 1.528 -1.672 0.6 -1.1 -0.6
C -5.841 4.502 3.997 0.2 -0.2 -0.3
H -4.766 7.024 -13.133 0.2 -0.2 0.0
H 7.798 -2.670 7.877 -0.1 0.1 0.1
O 5.636 -1.529 7.353 0.5 0.4 0.6
```
Positions in Å, forces in eV/Å.

Calculated values
E ... -90990.9588 eV
Orbital gap ... 0.208 hartree
Maximum force ... 5.23 eV/Å
Energy relative to the best compared isomer or geometry (same formula, charge and spin) ... 129.2 kcal per mole
M ... 901.19 g mol⁻¹
Multiplicity ... 1
Charge ... +1

***

Entry 3:
The following is a DFT calculation (wB97M-V/def2-TZVPD) of a cluster of 9 separate species, C16H51BF4N3O8 in total.

```
83
Properties=species:S:1:pos:R:3:forces:R:3
H -1.283 1.554 -2.739 0.0 0.1 0.0
O 2.453 0.186 -0.369 -0.7 0.9 -1.4
H -3.695 0.121 -2.361 -0.1 0.2 0.2
C -2.377 -3.202 4.269 -0.5 -1.1 0.0
H 0.247 -3.263 3.974 0.0 -0.4 0.1
N -1.393 1.157 -7.728 -0.3 -1.2 0.0
H -1.895 -2.316 1.755 -0.2 -0.1 -0.6
C 1.279 2.306 3.991 -0.9 -0.6 0.4
H -3.289 -3.075 1.842 -0.1 -0.5 0.4
H -0.787 3.878 -7.571 -0.3 0.1 -0.1
H -3.185 -3.019 6.701 -0.2 0.5 -0.6
H 1.901 4.208 6.452 0.5 -0.2 -0.3
H -1.799 -4.881 2.965 0.0 -0.1 0.6
B -1.219 -0.473 -0.055 0.0 -1.0 -1.0
C 2.364 -1.085 -4.207 0.2 0.2 0.0
H 1.474 0.304 -0.368 0.4 -0.9 0.5
H 3.385 -1.464 -4.300 -0.2 -0.4 -0.5
H -0.531 1.283 4.023 -0.1 0.0 -0.5
H 0.626 -3.831 -1.244 -0.2 0.0 0.0
O 0.088 -4.641 -1.249 0.2 0.0 -0.1
H 4.911 1.166 -1.072 0.1 -0.2 0.3
H -0.032 -0.155 2.125 0.0 0.5 0.3
H 0.084 -0.865 4.964 -0.3 0.2 -0.3
C -0.240 1.575 -3.075 -0.2 -0.1 0.7
H 0.251 4.469 6.022 0.0 0.5 -0.2
F -1.663 -0.413 1.275 -0.2 0.0 -0.1
H -0.774 3.780 -5.794 0.0 0.4 -0.2
C -0.786 1.244 -5.338 -0.4 0.1 -0.3
H 0.403 -1.780 -3.472 0.1 0.6 0.1
H 0.322 2.253 -2.436 -0.1 0.1 0.0
H 0.164 0.571 -2.895 0.0 0.0 -0.4
H -1.875 1.186 -5.182 0.0 -0.2 0.6
H 4.464 2.815 -0.747 0.0 -0.1 -0.2
H -0.362 0.234 -5.317 -0.1 -0.1 -0.2
O -1.592 -3.353 5.437 0.3 -0.2 0.3
F -2.279 -0.259 -0.942 -0.3 0.4 0.0
H 2.115 -1.444 -1.812 0.0 -0.2 0.5
F -0.233 0.524 -0.264 -0.1 0.4 -0.2
H -1.244 0.152 -7.667 0.0 0.1 0.3
H 1.755 -0.609 4.572 -0.1 0.0 -0.4
H 2.562 -0.196 -3.598 -0.7 0.1 0.1
H 0.374 2.081 -6.978 0.2 -0.8 0.3
C 0.819 -0.077 4.802 1.6 -0.5 1.0
O -1.321 2.703 1.567 -0.2 0.6 0.1
C 1.460 -2.078 -3.516 -0.4 -0.3 0.8
H 2.084 2.165 -0.437 0.4 0.4 0.1
H -0.528 2.456 2.060 -0.1 -0.3 -0.4
H -0.087 -2.459 2.489 0.0 0.0 -0.1
H -1.375 2.037 0.875 0.1 -0.1 0.1
H 2.648 1.630 -1.972 0.4 -0.5 -0.2
C -1.672 -3.800 3.037 -0.3 0.8 -0.5
H 4.489 1.742 0.580 -0.5 -0.6 0.1
C -2.142 -2.690 6.536 -1.2 -0.2 0.4
H 1.501 4.673 4.741 0.1 0.2 0.1
H -3.984 1.236 -3.364 0.0 0.0 0.1
C 2.818 1.494 -0.901 -0.6 -0.5 1.9
C -1.189 3.350 -6.710 0.2 -0.6 1.3
O 1.942 -2.319 -2.194 0.0 0.0 -0.4
H 0.421 -4.114 2.404 -0.1 -0.2 0.1
H 1.063 0.351 5.780 -0.4 0.2 0.0
H -1.107 1.359 -8.677 0.1 0.6 0.2
H -3.322 -3.758 4.388 0.0 -0.2 0.2
C -0.187 -3.426 2.989 0.1 0.5 -0.1
C 1.200 4.107 5.621 -0.9 -0.6 0.1
O 0.925 2.751 5.292 0.8 0.0 0.4
N 0.616 0.585 2.389 0.7 0.0 0.5
H -2.072 -1.609 6.382 -0.2 0.0 0.3
H 0.878 3.052 3.299 0.5 -0.1 -0.4
C -0.674 1.895 -6.697 0.6 1.5 -1.4
H 2.349 2.113 3.849 0.1 0.4 0.1
O -4.418 0.640 -2.746 0.1 -0.1 -0.2
F -0.655 -1.716 -0.365 0.1 0.3 0.4
N -2.289 -3.252 1.812 0.5 0.5 0.1
C 4.230 1.775 -0.476 0.7 1.3 -1.0
H 0.481 -5.183 -1.940 0.0 0.1 0.0
C 0.499 0.992 3.788 -0.8 0.2 0.0
H 1.921 -0.754 -5.149 0.4 0.0 -0.1
O -0.126 2.040 -4.393 0.1 0.1 -0.4
H -1.766 -2.976 7.523 1.1 0.0 -0.5
H -2.752 -2.186 4.101 0.8 0.4 0.0
H 1.363 -3.052 -4.003 0.6 0.0 -0.2
H 1.545 0.183 2.271 0.0 0.1 -0.2
H -2.275 3.397 -6.622 0.0 0.0 -0.3
```
Positions in Å, forces in eV/Å.

Calculated values
E ... -49822.4975 eV
Orbital gap ... 0.324 hartree
Maximum force ... 2.15 eV/Å
Energy relative to the best compared isomer or geometry (same formula, charge and spin) ... 4.8 kcal per mole
M ... 500.40 g mol⁻¹
Multiplicity ... 1
Charge ... -1

***

Entry 4:
The following is a DFT calculation (wB97M-V/def2-TZVPD) of a cluster of 2 separate species, C6H10O in total.

```
17
Properties=species:S:1:pos:R:3:forces:R:3
H -0.359 -2.690 0.172 0.0 0.0 0.0
H -1.415 1.854 1.008 -0.4 0.5 0.4
C -0.340 -0.521 0.425 0.0 0.0 -0.1
C 1.129 -0.281 0.817 0.0 0.0 -0.1
H 2.604 1.149 -0.169 -0.1 0.1 0.1
H -1.599 -1.789 -0.758 0.2 -0.1 0.1
H -1.003 -0.511 1.299 0.0 0.1 -0.3
C -0.670 0.596 -0.572 0.0 -0.4 -0.7
C -0.565 -1.784 -0.400 0.0 -0.2 0.0
H 1.248 0.028 1.865 -0.1 -0.1 -0.2
H 0.596 2.217 -1.472 0.1 -0.1 0.0
C 0.558 1.388 -0.776 0.2 -0.1 -0.1
H 0.096 -1.755 -1.275 -0.1 -0.2 0.1
O -1.708 0.690 -1.198 0.6 -0.3 -0.2
H -1.887 1.741 0.440 -0.1 0.6 1.0
C 1.565 0.843 -0.088 -0.1 0.1 -0.1
H 1.751 -1.174 0.681 -0.1 0.1 0.0
```
Positions in Å, forces in eV/Å.

Calculated values
E ... -8429.8346 eV
Orbital gap ... 0.370 hartree
Maximum force ... 1.19 eV/Å
Energy relative to the best compared isomer or geometry (same formula, charge and spin) ... 32.4 kcal per mole
M ... 98.14 g mol⁻¹
Multiplicity ... 1

***

Entry 5:
The following is a DFT calculation (wB97M-V/def2-TZVPD) of the ion C6H8N with charge +1.

```
15
Properties=species:S:1:pos:R:3:forces:R:3
H -3.074 0.889 -0.404 -0.1 -0.1 0.0
H 2.336 -1.195 -0.223 0.1 0.0 0.0
H 3.281 0.284 -0.076 -0.1 0.0 -0.1
H -1.082 2.667 -0.262 0.0 0.1 0.0
N -1.659 -0.518 -0.011 -2.3 -1.3 -0.3
H 2.089 0.127 -1.389 0.1 -0.1 0.0
C 1.269 0.464 0.566 0.3 -0.2 0.3
H 1.501 0.389 1.625 -0.2 0.1 0.2
C 2.301 -0.112 -0.349 0.1 0.0 -0.3
H -1.174 -2.357 -0.693 0.0 0.0 -0.2
C -2.034 0.670 -0.196 0.0 0.0 0.0
C -0.980 1.610 -0.098 0.9 0.0 0.2
C 0.138 0.974 0.228 1.1 2.0 0.1
H -1.464 -2.169 1.134 -0.1 0.1 0.2
C -1.447 -1.722 0.145 0.3 -0.7 0.1
```
Positions in Å, forces in eV/Å.

Calculated values
E ... -7831.6052 eV
Orbital gap ... 0.350 hartree
Maximum force ... 2.69 eV/Å
Energy relative to the best compared isomer or geometry (same formula, charge and spin) ... 94.2 kcal per mole
M ... 94.14 g mol⁻¹
Multiplicity ... 1
Charge ... +1

***

Entry 6:
The following is a DFT calculation (wB97M-V/def2-TZVPD) of a cluster of 2 separate species, CH2FNO2 in total.

```
7
Properties=species:S:1:pos:R:3:forces:R:3
C -0.407 1.297 0.785 -1.5 1.3 1.0
N -2.553 0.119 0.103 2.0 2.0 0.8
F 0.436 0.838 -0.078 1.2 -0.4 -1.9
O -3.320 1.025 -0.106 -0.2 -2.1 -0.2
H -0.217 0.779 1.721 -0.6 0.6 0.3
H -0.691 2.404 0.652 0.4 -1.9 0.3
O -2.453 -1.062 0.015 -1.3 0.6 -0.4
```
Positions in Å, forces in eV/Å.

Calculated values
E ... -9366.0256 eV
Orbital gap (alpha / beta) ... 0.296 / 0.363 hartree
Maximum force ... 2.93 eV/Å
Energy relative to the best compared isomer or geometry (same formula, charge and spin) ... 96.2 kcal per mole
M ... 79.03 g mol⁻¹
Multiplicity ... 1

***

Entry 7:
The following is a DFT calculation (wB97M-V/def2-TZVPD) of a cluster of 2 separate species, C4H8N2O in total.

```
15
Properties=species:S:1:pos:R:3:forces:R:3
C 1.621 1.525 1.659 0.4 -1.6 -0.4
H 1.335 2.578 1.558 -0.1 -0.4 0.1
N -2.661 -1.522 -2.242 0.4 -0.8 0.8
C 0.521 0.513 1.395 -0.7 2.0 0.8
H -0.673 -0.118 -0.315 1.0 0.6 -0.1
O -0.286 0.246 2.241 -0.4 -0.5 0.4
C 0.379 -0.133 0.051 0.4 -3.6 0.2
H -2.765 -2.540 -2.050 0.5 1.0 0.3
C 1.503 0.156 -0.879 -1.0 -0.2 0.1
H 2.018 1.249 2.639 -0.1 0.6 0.1
H 0.444 -1.295 0.400 0.1 2.4 -1.2
H 2.359 1.221 0.927 0.7 0.8 0.0
H -3.580 -1.292 -2.510 -1.4 0.4 -1.1
N 2.430 0.408 -1.511 -0.2 -0.1 0.0
H -2.647 -0.995 -1.364 0.5 -0.7 0.1
```
Positions in Å, forces in eV/Å.

Calculated values
E ... -9304.2119 eV
Orbital gap ... 0.398 hartree
Maximum force ... 3.64 eV/Å
Energy relative to the best compared isomer or geometry (same formula, charge and spin) ... 50.3 kcal per mole
M ... 100.12 g mol⁻¹
Multiplicity ... 1

***

Entry 8:
The following is a DFT calculation (wB97M-V/def2-TZVPD) of a cluster of 2 separate species, C2H3N2O3 in total.

```
10
Properties=species:S:1:pos:R:3:forces:R:3
O 1.543 -1.266 -1.218 2.4 0.3 -1.2
O -0.384 -1.368 2.632 -0.1 1.4 -1.2
N -0.593 -0.263 2.027 0.1 -0.4 -1.0
O -0.110 1.808 -2.165 -0.3 -0.2 -0.3
H 0.690 -1.596 -1.344 -2.1 -0.8 -0.2
H -1.397 1.509 0.654 0.3 0.7 -0.2
C -0.553 1.044 0.138 -1.4 -1.5 1.4
N -0.274 -0.234 0.742 0.6 -0.5 1.1
C -0.431 1.332 -1.141 0.9 0.5 0.2
H 1.510 -0.965 -0.325 -0.3 0.4 1.3
```
Positions in Å, forces in eV/Å.

Calculated values
E ... -11243.0160 eV
Orbital gap ... 0.264 hartree
Maximum force ... 2.73 eV/Å
Energy relative to the best compared isomer or geometry (same formula, charge and spin) ... 92.8 kcal per mole
M ... 103.06 g mol⁻¹
Multiplicity ... 1
Charge ... -1